Entry 1:
{"formula": "CH2ClI3Si", "method": "the ωB97M-V functional and the def2-TZVPD basis", "spin_multiplicity": 1, "homo_ev": [-8.47, -8.95], "species": ["C", "Si", "Cl", "I", "I", "I", "H", "H"], "xyz": [[0.96515, -1.55334, -0.78063], [-0.63755, 1.15881, 0.35483], [1.48064, -2.23184, 0.74236], [-1.79289, 0.68472, 2.69265], [0.95262, 3.02443, 0.56437], [-2.48369, 1.75889, -1.19760], [1.53459, -0.87245, -1.37808], [-0.01887, -1.96922, -0.99791]], "forces_ev_per_angstrom": [[-1.4, -0.7, 1.8], [-0.7, -0.3, 0.9], [0.3, 0.7, -1.1], [0.7, 0.2, -1.3], [-0.2, -0.2, 0.0], [0.4, -0.1, 0.3], [0.4, 0.0, 0.1], [0.5, 0.4, -0.5]], "lowdin_charge": [-0.4851, -0.7066, 0.4952, 0.1573, 0.2854, 0.2570, -0.0008, -0.0023]}



Entry 2:
{"formula": "C18H17N5O2S2Sc", "method": "the ωB97M-V functional and the def2-TZVPD basis", "spin_multiplicity": 1, "homo_ev": [-9.13, -9.34], "charge": 1, "species": ["Sc", "C", "C", "C", "C", "C", "C", "C", "S", "O", "O", "N", "C", "C", "C", "C", "C", "C", "C", "C", "N", "C", "H", "H", "H", "H", "H", "H", "H", "H", "H", "H", "H", "H", "H", "N", "C", "N", "C", "N", "S", "H", "H", "H", "H"], "xyz": [[-0.20725, -2.37114, -1.15385], [4.14253, 0.28895, 4.77955], [3.65022, 0.11463, 3.36980], [3.03025, -1.06944, 2.97939], [2.54623, -1.23489, 1.69417], [2.69581, -0.19022, 0.78803], [3.32487, 1.00434, 1.14250], [3.79389, 1.14001, 2.43437], [2.04558, -0.30662, -0.80462], [2.84819, 0.39642, -1.73847], [1.77393, -1.75813, -1.03992], [0.55276, 0.26511, -0.83616], [-0.13903, 1.49720, -0.81854], [0.14121, 2.77509, -1.01337], [-0.87526, 3.80932, -0.80956], [-2.19154, 3.66447, -0.63693], [-3.05892, 2.46239, -0.66952], [-4.42709, 2.65391, -0.77437], [-5.30444, 1.57857, -0.81464], [-4.77058, 0.30963, -0.76135], [-3.45448, 0.08220, -0.66836], [-2.65421, 1.12115, -0.60731], [4.37810, -0.66949, 5.23963], [3.37503, 0.76965, 5.39009], [5.03185, 0.91680, 4.81517], [2.93189, -1.87995, 3.69080], [2.08376, -2.16706, 1.40536], [3.46311, 1.79800, 0.42003], [4.29419, 2.05649, 2.72297], [1.14435, 3.05283, -1.30626], [-0.50036, 4.82530, -0.80038], [-2.75123, 4.58255, -0.49914], [-4.80601, 3.66826, -0.82103], [-6.37272, 1.72423, -0.88614], [-5.40499, -0.56774, -0.79860], [-1.29106, 0.79266, -0.43316], [-0.68525, -0.46695, -0.44438], [0.11451, -3.92346, -2.84055], [-1.10777, -4.36841, -2.25045], [-2.16369, -4.49690, -3.10307], [-1.15325, -4.64170, -0.55809], [0.23671, -4.01798, -3.84051], [0.91144, -4.33511, -2.36644], [-2.11933, -4.20989, -4.06500], [-3.07194, -4.67508, -2.71167]], "forces_ev_per_angstrom": [[-1.3, -1.3, -0.2], [0.0, 0.0, 0.0], [0.0, 0.0, 0.1], [0.0, -0.1, 0.0], [0.0, 0.2, 0.1], [0.1, 0.1, 0.3], [0.0, -0.2, 0.1], [0.0, 0.1, 0.0], [0.4, -0.6, -0.2], [0.1, 0.1, -0.1], [0.6, 0.6, 0.1], [-0.3, 0.0, -0.3], [-0.1, -0.6, 0.4], [-0.1, 0.5, 0.0], [0.4, -0.1, -0.1], [-0.3, -0.2, 0.0], [0.2, 0.3, 0.0], [-0.2, 0.1, 0.0], [0.0, 0.0, 0.0], [0.1, -0.1, 0.0], [-0.2, -0.1, 0.0], [0.4, 0.0, 0.1], [0.0, 0.0, 0.0], [0.0, 0.0, 0.0], [0.0, 0.0, 0.0], [0.0, 0.0, 0.0], [0.0, 0.0, 0.0], [0.0, 0.0, 0.0], [0.0, 0.0, 0.0], [0.0, 0.0, 0.0], [0.0, 0.0, 0.0], [0.0, 0.0, 0.0], [0.0, 0.0, 0.0], [0.0, 0.0, 0.0], [0.0, 0.0, 0.0], [-0.4, 0.0, 0.1], [0.0, 1.1, -0.3], [0.1, -0.1, 0.3], [0.2, 0.4, 0.0], [0.1, 0.1, 0.3], [0.2, 0.2, -0.3], [-0.2, 0.0, -0.1], [0.1, -0.3, -0.2], [0.0, 0.0, 0.0], [0.0, 0.0, 0.0]], "lowdin_charge": [0.8467, -0.0320, -0.2407, -0.0130, -0.0340, -0.2890, -0.0311, -0.0135, 0.7204, -0.2076, -0.3916, -0.1705, -0.2172, 0.0120, -0.0688, -0.0308, -0.1181, -0.0127, -0.0473, -0.1177, 0.1361, -0.2158, 0.0841, 0.0955, 0.0860, 0.1249, 0.1115, 0.1211, 0.1258, 0.1182, 0.1087, 0.1100, 0.1224, 0.1101, 0.1104, 0.0332, -0.1278, -0.0116, -0.9476, 0.0945, 0.6437, 0.1186, 0.0935, 0.1066, 0.1045]}



Entry 3:
{"formula": "C29H36N2O5", "method": "the ωB97M-V functional and the def2-TZVPD basis", "spin_multiplicity": 1, "homo_ev": -7.40, "species": ["C", "C", "O", "C", "O", "C", "C", "O", "O", "C", "C", "C", "C", "C", "N", "C", "C", "C", "C", "C", "C", "C", "C", "C", "O", "N", "C", "C", "C", "C", "C", "C", "C", "C", "C", "C", "H", "H", "H", "H", "H", "H", "H", "H", "H", "H", "H", "H", "H", "H", "H", "H", "H", "H", "H", "H", "H", "H", "H", "H", "H", "H", "H", "H", "H", "H", "H", "H", "H", "H", "H", "H"], "xyz": [[-1.13440, 0.37644, -4.59901], [-1.34507, 0.28870, -3.11760], [-0.47731, 1.29886, -2.53669], [-0.70545, 1.42548, -1.21903], [-1.54556, 0.73964, -0.65779], [0.21211, 2.43672, -0.57439], [-0.71969, 3.58996, -0.21878], [-1.88242, 3.43850, 0.11744], [-0.12979, 4.80111, -0.27871], [-0.91991, 5.81484, 0.40619], [-0.47980, 7.16071, -0.08247], [0.84380, 1.95722, 0.69872], [1.21765, 0.49912, 0.67856], [0.22632, -0.42264, 0.79326], [0.21889, -1.63463, 0.20633], [-0.95764, -2.49018, 0.24811], [-1.33704, -2.85536, 1.68690], [-2.51246, -3.79557, 1.74866], [-2.38286, -5.02575, 2.40454], [-3.42585, -5.94957, 2.35033], [-4.61548, -5.62550, 1.68770], [-4.76842, -4.36216, 1.09418], [-3.71891, -3.44104, 1.14136], [-0.50918, -3.68629, -0.59750], [-1.19327, -4.65166, -0.92561], [0.80043, -3.47548, -0.94051], [1.55989, -4.45903, -1.67594], [1.38608, -2.23791, -0.44053], [2.48513, -2.51405, 0.59565], [1.93686, -1.38970, -1.58566], [2.00940, 2.87892, 1.07894], [1.78613, 3.95671, 1.93088], [2.84782, 4.77696, 2.31422], [4.14343, 4.50915, 1.85965], [4.36686, 3.41896, 1.01161], [3.28614, 2.64271, 0.57005], [-1.61263, -0.47709, -5.08129], [-1.60127, 1.28671, -4.98851], [-0.07240, 0.38845, -4.86272], [-1.07104, -0.69498, -2.70688], [-2.37788, 0.52724, -2.83880], [0.96022, 2.79265, -1.30327], [-1.97639, 5.64201, 0.18179], [-0.74551, 5.68591, 1.48470], [-0.77679, 7.92446, 0.63939], [0.60007, 7.21406, -0.24198], [-0.98776, 7.39179, -1.02412], [0.04737, 2.07115, 1.45562], [2.27042, 0.22579, 0.72938], [-0.69359, -0.16774, 1.32351], [-1.80560, -1.98922, -0.25733], [-0.45561, -3.30176, 2.17355], [-1.56377, -1.91841, 2.21754], [-1.44438, -5.25304, 2.91626], [-3.30262, -6.92827, 2.82108], [-5.42503, -6.35297, 1.62609], [-5.69351, -4.09395, 0.58353], [-3.81254, -2.45032, 0.68276], [0.90124, -5.28813, -1.94935], [1.97300, -4.00482, -2.58387], [2.39865, -4.83662, -1.07446], [2.14270, -3.28810, 1.29326], [3.38817, -2.85717, 0.08023], [2.72165, -1.61195, 1.16199], [1.13173, -1.09732, -2.27320], [2.40616, -0.48195, -1.19854], [2.69065, -1.96466, -2.13807], [0.77952, 4.12474, 2.32644], [2.64812, 5.62886, 2.96490], [4.97554, 5.14127, 2.17339], [5.37670, 3.17775, 0.67496], [3.43997, 1.84145, -0.16098]], "forces_ev_per_angstrom": [[-0.2, 0.0, -0.4], [0.2, 0.2, -0.2], [-0.4, -0.2, 0.4], [-0.7, -1.4, 0.2], [0.9, 1.2, -0.5], [-0.9, 1.0, -1.7], [-1.2, 0.5, 0.1], [1.4, 0.0, -0.2], [-0.5, -0.4, 0.4], [0.1, -0.1, 0.0], [-0.1, 0.4, -0.3], [0.6, -0.3, 2.3], [0.2, 0.1, 0.8], [0.5, 0.6, -0.1], [0.0, -0.8, 0.4], [0.2, 0.1, -0.2], [0.0, -0.1, 0.1], [0.0, -0.1, 0.4], [-0.3, 0.2, -0.5], [-0.1, 0.1, 0.0], [0.2, 0.3, -0.1], [0.3, -0.1, 0.2], [-0.1, -0.4, 0.0], [-0.3, -0.5, -0.3], [0.8, 1.0, 0.4], [-0.6, -0.3, 0.1], [0.3, 0.1, -0.1], [-0.1, 0.1, 0.3], [0.0, -0.3, -0.2], [0.0, 0.1, -0.3], [-0.5, -0.4, -0.1], [0.4, 0.0, 0.3], [0.0, 0.0, -0.2], [-0.2, -0.2, 0.0], [-0.3, 0.1, -0.2], [0.3, 0.2, 0.3], [0.0, 0.0, -0.1], [0.2, -0.1, 0.0], [-0.2, -0.1, 0.1], [-0.1, 0.3, 0.0], [0.2, -0.2, 0.0], [-0.3, -0.3, 0.2], [0.3, 0.0, 0.2], [-0.1, 0.0, -0.3], [0.1, 0.0, 0.0], [-0.1, 0.0, 0.1], [0.2, 0.0, 0.0], [0.3, 0.0, 0.0], [-0.4, 0.1, -0.8], [0.0, 0.1, -0.7], [0.3, -0.2, 0.2], [-0.3, 0.1, -0.1], [0.1, -0.2, -0.1], [-0.3, -0.1, -0.2], [-0.1, 0.3, -0.1], [0.2, 0.2, 0.0], [0.2, -0.1, 0.2], [-0.1, -0.4, 0.1], [0.1, 0.2, 0.1], [-0.1, -0.2, 0.1], [-0.2, 0.0, -0.1], [0.1, 0.1, -0.1], [0.0, 0.0, 0.2], [0.0, -0.2, -0.1], [0.2, -0.1, 0.2], [-0.1, -0.3, -0.2], [-0.2, 0.1, 0.1], [0.4, 0.0, -0.1], [0.2, -0.2, -0.1], [-0.2, -0.2, -0.1], [-0.3, 0.2, 0.0], [0.0, 0.3, 0.4]], "lowdin_charge": [-0.0699, -0.2200, 0.0152, -0.4308, 0.0952, -0.0827, -0.4266, 0.1216, 0.0070, -0.2144, -0.0692, -0.2287, -0.0720, -0.1040, -0.0058, -0.1696, -0.0817, -0.2348, -0.0420, -0.0843, -0.0910, -0.0748, -0.0400, -0.3603, 0.0762, -0.0263, -0.0148, -0.4682, 0.0088, 0.0092, -0.1765, -0.0374, -0.0752, -0.0921, -0.0762, -0.0349, 0.0808, 0.0825, 0.0819, 0.1158, 0.1322, 0.1751, 0.1211, 0.1219, 0.0800, 0.0826, 0.0806, 0.1576, 0.0816, 0.1369, 0.1534, 0.1264, 0.1239, 0.1113, 0.1020, 0.0980, 0.1013, 0.1178, 0.0953, 0.0865, 0.0938, 0.0952, 0.0867, 0.0732, 0.0873, 0.0691, 0.0840, 0.1157, 0.1033, 0.1006, 0.1022, 0.1130]}



Entry 4:
{"formula": "C2H5NOS2", "method": "the ωB97M-V functional and the def2-TZVPD basis", "spin_multiplicity": 1, "homo_ev": -8.88, "species": ["C", "C", "S", "N", "O", "S", "H", "H", "H", "H", "H"], "xyz": [[-0.80657, 1.18620, 0.31298], [0.38054, 0.36631, 0.28844], [1.73777, 0.94042, 0.97181], [0.39553, -0.77720, -0.40503], [1.56323, -1.47447, -0.33533], [-0.75253, -1.41839, -1.53878], [-1.49732, 1.47086, -0.49072], [-0.46874, 2.16728, 0.56204], [-1.55712, 0.81227, 1.12947], [2.18432, -0.88017, 0.27841], [-1.17911, -2.39311, -0.77329]], "forces_ev_per_angstrom": [[-3.7, 1.0, 1.7], [-0.5, -0.6, -2.1], [1.4, 0.2, 1.1], [-0.4, -0.2, 0.1], [1.6, -0.4, 0.4], [1.1, 1.3, 0.4], [0.6, -1.3, -0.8], [0.1, 0.6, 0.9], [1.5, 0.7, -1.1], [-1.4, -0.7, -1.2], [-0.3, -0.7, 0.6]], "lowdin_charge": [-0.1626, -0.9052, 0.7644, -0.5652, -0.1501, 0.8868, 0.0786, 0.0399, 0.1336, 0.0225, -0.1428]}



| no. | M (g/mol) |
| --- | --- |
| 1 | 458.28 |
| 2 | 444.46 |
| 3 | 492.62 |
| 4 | 123.20 |